ORCA calculation (wB97M-V/def2-TZVPD) on a structure of composition CH4Na6O5.

Results
**E_HOMO**: -21.833 eV
**Spin multiplicity**: 1
**Orbital gap**: 7.15 eV
**Net charge**: +4

Structure (XYZ):
```
16
Properties=species:S:1:pos:R:3:nbo_charge:R:1
Na 3.3318 -0.9012 -1.3206 0.994
Na 4.4441 0.4767 1.5359 0.996
Na 1.5237 -2.6357 0.9028 0.989
Na -1.7291 -0.3089 2.0588 0.981
Na -1.5567 2.7885 1.1763 0.996
Na 2.3090 2.8937 0.4877 0.988
O -0.8943 0.2519 -2.3741 -0.928
O -0.0847 -0.7885 0.3147 -0.898
O -2.8933 -1.4503 -0.4630 -0.898
O 0.4056 1.3084 0.7827 -0.954
O 2.0633 -0.2113 0.6073 -1.062
C 0.7979 0.1132 0.5429 0.965
H -1.9484 -1.2521 -0.4034 0.458
H -3.3653 -0.6904 -0.0939 0.448
H -1.8277 0.4616 -2.2348 0.485
H -0.5758 -0.0556 -1.5195 0.440
```

***

ORCA calculation (wB97M-V/def2-TZVPD) on a structure of composition C34H91MnN7O9.

Results
**E_HOMO (alpha / beta)**: -7.005 / -7.558 eV
**Spin multiplicity**: 6
**<S²>**: 8.7532
**Orbital gap (alpha / beta)**: 6.97 / 7.50 eV

Structure (XYZ):
```
142
Properties=species:S:1:pos:R:3:mulliken_spin:R:1
Mn 2.8577 1.3827 -0.7043 4.784
O -3.6067 2.7967 2.8959 0.000
O -4.4041 -1.8470 -1.2909 0.000
O -0.8669 -4.2881 2.7199 0.000
O 2.8567 -5.0869 -1.0902 0.000
O 3.3724 -0.6835 0.1066 -0.041
O -2.7836 1.7792 -4.9559 0.000
O 1.0049 0.4691 -0.7907 -0.049
O 2.6618 3.2674 -1.6804 0.079
O 2.6262 2.0594 1.3357 -0.051
N -7.2312 -0.1175 0.2327 0.000
N -6.5061 2.9644 0.6037 0.000
N 0.8389 -3.2394 4.7297 0.000
N 2.6304 -4.8047 2.5683 0.000
N 0.7553 1.9200 -3.7784 0.000
N 3.7472 0.3997 -2.4940 0.087
N 4.9490 1.8796 -0.1573 0.073
C 2.0104 -4.9067 -2.1841 0.000
C -4.3046 2.7868 1.6805 0.000
C -5.0803 -1.0785 -0.3208 0.000
C -3.0590 -2.0937 -0.9337 0.001
C 3.2973 -4.9956 1.2870 0.000
C -0.2059 -2.4480 4.0804 0.000
C -1.3145 -4.7347 1.4624 0.000
C -5.7742 3.0583 1.8841 0.000
C -1.3641 0.6367 -0.4080 0.011
C 4.4909 -1.8516 -3.2925 0.001
C -0.1019 -0.1883 -0.2896 -0.006
C 2.1823 4.5155 -1.3245 0.016
C 3.6240 -1.0479 -2.3019 0.003
C 3.8144 2.5306 1.9888 0.015
C 6.3118 2.5262 1.7817 0.003
C -0.3346 -1.5396 -0.9755 0.005
C -0.7503 3.7132 -4.4610 0.001
C -6.3810 2.0807 2.8988 0.000
C -0.4280 -2.9450 2.6697 0.001
C -6.3762 0.2475 -2.0588 0.000
C 0.7896 4.4410 -0.6686 -0.013
C 1.4926 2.2203 2.1707 0.022
C 5.0070 1.8452 1.3179 0.005
C -2.2826 2.3686 2.6960 0.000
C -1.4920 1.2986 -4.6388 0.001
C 0.2383 -0.9786 4.0537 0.000
C -3.6558 1.7775 -3.8436 0.000
C -0.6707 2.3112 -3.8299 0.001
C 2.2615 -4.8696 0.1675 0.000
C 3.9655 -6.3585 1.3004 0.000
C 4.0730 -1.4999 -0.8773 0.002
C -6.4626 -0.7018 -0.8618 0.000
C 3.2428 -1.3605 1.3530 0.005
C 3.1459 5.4720 -0.6298 0.000
H -7.4828 3.1624 0.8056 0.000
H -1.2244 -2.3006 2.2689 -0.001
H 1.3159 2.6968 -3.4240 0.000
H 0.6710 -3.2397 5.7298 0.000
H 4.0674 -4.2608 1.0129 0.001
H 0.2292 -0.5260 5.0527 0.000
H 4.7335 0.6277 -2.6017 0.008
H 4.3642 -2.9056 -3.0425 0.002
H 4.1335 -1.6292 -4.2975 -0.001
H -0.5984 3.6588 -5.5426 0.000
H -4.5674 2.3228 -4.0970 0.000
H 3.3378 0.6471 -3.3953 0.003
H -0.4932 -4.9545 0.7739 0.000
H -5.9918 2.3668 3.8823 0.000
H -2.0405 -4.0393 1.0334 0.000
H -3.2133 2.2818 -2.9833 0.000
H 2.6670 -2.2789 1.2372 0.008
H -0.9946 2.4837 -2.7970 -0.003
H 3.2915 -5.0636 3.2945 0.000
H -1.1873 -2.4187 4.5712 0.000
H 5.1782 0.8453 1.7217 -0.003
H 5.7273 1.2726 -0.4233 -0.001
H -4.0622 1.8961 1.0792 0.000
H 1.4699 -5.6203 0.3014 0.000
H -1.8389 -5.6821 1.5975 0.000
H -1.2921 1.6046 0.0890 -0.006
H 5.3104 2.7766 -0.4853 -0.001
H -2.2406 1.2804 2.6000 0.000
H 3.8471 3.6091 1.7930 -0.002
H 1.6388 -3.8789 -2.3164 0.000
H 3.8081 2.3612 3.0657 -0.002
H 0.5901 5.3990 -0.1749 0.000
H -1.7455 4.1600 -4.3697 0.000
H -5.8900 4.0712 2.2872 0.000
H 1.3262 3.2696 2.4353 0.004
H 2.3856 -3.8412 2.7817 0.000
H -3.0464 -2.5563 0.0635 0.000
H 3.4210 5.1563 0.3847 0.001
H -0.0529 4.4068 -3.9924 0.000
H 6.3551 3.5752 1.4859 0.000
H -3.8892 3.5519 0.9963 0.000
H 0.7759 -4.2020 4.4094 0.000
H 5.5338 -1.5505 -3.1854 -0.001
H 1.4830 1.5726 3.0492 0.003
H -5.1932 -1.7506 0.5434 0.000
H -1.2120 -2.0238 -0.5320 0.001
H -5.6885 1.0659 -1.8166 0.000
H 4.3354 -6.6494 0.3179 0.000
H 7.1381 1.9452 1.3655 0.000
H -0.6068 -0.3737 3.6908 0.000
H 0.0023 4.1564 -1.3660 0.000
H -1.6994 2.6466 3.5753 0.000
H -7.3285 0.7305 -2.2709 0.000
H -1.7028 0.7512 -1.4375 0.000
H 4.7742 -6.3840 2.0371 0.000
H 0.4142 -2.8591 1.9709 -0.001
H -0.4524 -1.3894 -2.0488 0.003
H 0.7194 3.6884 0.1242 0.016
H 1.1917 -0.8663 3.5473 0.001
H 2.5776 -5.1501 -3.0812 0.000
H -3.9976 0.7616 -3.6233 0.000
H -2.1715 0.0965 0.1081 -0.005
H 2.7082 -0.6565 1.9903 0.002
H -7.4557 2.2209 3.0195 0.000
H 3.3331 -7.1916 1.6216 0.000
H 0.6241 1.9706 1.5548 -0.010
H -1.8331 2.8755 1.8380 0.000
H 5.1361 -1.3089 -0.6949 -0.010
H 1.1039 -5.5223 -2.1129 0.000
H 1.7102 -3.9207 0.2233 0.000
H -5.9318 -0.2319 -2.9345 0.000
H -4.5584 -0.2156 0.1155 0.001
H -2.5234 -1.1407 -0.9001 -0.001
H -6.7835 0.7621 0.5059 0.000
H -0.9738 1.0915 -5.5747 0.000
H 4.2484 -1.5649 1.7364 0.002
H 1.9602 5.0215 -2.2840 0.005
H 4.0511 5.4650 -1.2451 -0.001
H -6.9646 -1.6296 -1.1470 0.000
H 3.7360 -2.5197 -0.6958 0.002
H 2.8242 6.5118 -0.5639 0.001
H 0.0898 -0.3786 0.7834 0.011
H 0.4674 -2.2453 -0.7341 -0.005
H -8.1494 0.1835 -0.0733 0.000
H -6.0596 1.0499 2.7673 0.000
H -1.5127 0.3465 -4.0887 0.000
H 2.5817 -1.3503 -2.3984 0.007
H -2.5552 -2.7677 -1.6218 0.000
H 0.7592 1.3140 -2.9485 0.018
H 6.4529 2.4600 2.8645 0.000
H -6.2066 3.7848 0.0750 0.000
```

***

ORCA calculation (wB97M-V/def2-TZVPD) on a cluster of 6 separate species, C29H53BF3N2O17 in total.

Results
**E_HOMO**: -11.648 eV
**Spin multiplicity**: 1
**Orbital gap**: 7.60 eV
**Net charge**: +1

Structure (XYZ):
```
105
Properties=species:S:1:pos:R:3:lowdin_charge:R:1
F 6.0330 -5.8840 -8.6062 0.179
F 3.7937 -6.1535 -7.9550 0.168
F 5.4239 -7.4720 -7.1583 0.129
O 6.7683 -5.1549 -6.3065 -0.058
O 0.1032 8.0553 2.2928 0.124
O -0.7169 5.9527 2.0532 -0.006
O 0.8705 -0.4609 -0.8124 -0.003
O 5.5703 -6.6817 -0.5131 0.026
O -0.9390 -1.1725 -1.9854 0.115
O 1.4073 6.2831 1.7243 0.029
O 3.4491 -7.0199 -0.1781 -0.001
O -4.1656 2.4960 3.9435 0.123
O -10.2650 5.6330 5.9812 -0.007
O -3.4117 2.3435 1.8077 -0.015
O 6.0582 -6.7594 -4.3593 0.138
O -0.4004 1.0244 -1.7642 0.031
O -5.5112 2.8035 2.1382 0.030
O 4.2639 -4.9147 0.0657 0.113
O -9.7318 4.4354 7.7160 0.029
O -11.2096 6.1415 7.9816 0.122
N 5.3951 -5.2954 -6.3260 -0.007
N 4.7547 -3.4238 -7.6874 0.143
C -1.5561 1.3931 -2.5307 -0.208
C 7.2453 -4.0190 -5.5493 -0.178
C 4.6441 -3.9677 -6.3781 -0.186
C 2.1794 -6.5345 0.2590 -0.038
C -11.0798 6.6431 5.3885 -0.047
C -0.2260 -0.2895 -1.5706 -0.597
C -2.0972 2.1568 2.3310 -0.037
C -1.9849 6.4448 2.4844 -0.040
C 3.3020 -1.4778 -6.6133 -0.004
C 3.4959 -6.7140 -4.8044 0.016
C 3.1958 -2.0731 -5.2155 0.043
C 1.1071 -1.8172 -0.4404 -0.050
C 2.5617 7.1325 1.7001 -0.215
C -2.8262 1.2611 -1.7118 -0.055
C -10.4699 5.4744 7.2994 -0.591
C -9.8583 4.1008 9.1041 -0.214
C 4.0787 -2.1932 -7.6902 -0.071
C 3.9744 -3.4272 -5.1456 0.047
C -6.6228 3.0729 3.0034 -0.209
C 5.1327 -6.1318 -7.5799 -0.347
C -11.1688 3.3888 9.3833 -0.068
C 7.1920 -5.4935 0.8656 -0.060
C 3.0260 7.4734 3.1038 -0.068
C 8.8084 -4.3361 -5.2140 -0.042
C -4.3494 2.5360 2.7509 -0.593
C -6.5275 4.4606 3.6093 -0.062
C 4.4135 -6.0860 -0.1905 -0.598
C 6.7223 -5.8281 -0.5376 -0.221
C 0.2508 6.8842 2.0404 -0.590
B 4.9998 -6.2274 -5.1850 -0.431
H -9.7411 4.9925 9.7260 0.125
H 9.1479 -5.1276 -5.9801 0.099
H -11.2194 3.0681 10.4258 0.081
H -9.0281 3.4315 9.3399 0.122
H -6.7067 2.3001 3.7723 0.126
H -1.4197 2.4382 -2.8169 0.124
H 1.1441 -2.4682 -1.3169 0.086
H 5.7491 -7.6155 -3.9824 0.131
H 2.7922 -0.4890 -6.8287 0.116
H -5.6538 4.5532 4.2581 0.074
H 3.9495 -3.8807 -4.0930 0.124
H -1.7384 3.0881 2.7751 0.093
H 3.3479 6.5747 1.1867 0.121
H 7.2785 -3.0312 -6.1438 0.145
H 9.4671 -3.4172 -5.4341 0.096
H 1.8624 -5.6691 -0.3270 0.089
H 2.0725 -1.8637 0.0646 0.096
H 0.3349 -2.1523 0.2555 0.103
H -2.0724 1.3466 3.0625 0.099
H 3.5393 -7.7853 -4.3968 0.102
H -7.5208 3.0115 2.3850 0.123
H 4.1374 -1.6485 -8.7032 0.134
H 2.7538 -6.6802 -5.6657 0.086
H -10.9695 7.5970 5.9081 0.098
H 6.4417 -4.9162 1.4098 0.077
H 2.6439 -1.6145 -4.3391 0.119
H -12.1245 6.3245 5.3860 0.100
H -12.0246 4.0373 9.1843 0.074
H 2.2750 8.0562 3.6411 0.075
H -3.6892 1.6192 -2.2765 0.086
H -1.4383 1.8925 1.5026 0.087
H 1.4497 -7.3324 0.1188 0.098
H 7.5083 -6.3803 -1.0577 0.122
H -10.7540 6.7727 4.3559 0.092
H -2.7192 5.6499 2.3463 0.085
H 3.1948 6.5623 3.6838 0.082
H 6.5189 -4.9267 -1.1233 0.117
H -7.4170 4.6851 4.2017 0.077
H 2.3644 8.0312 1.1091 0.125
H 7.3667 -6.4070 1.4395 0.088
H -6.4210 5.2154 2.8253 0.081
H 8.1145 -4.9101 0.8351 0.084
H -1.6066 0.8093 -3.4542 0.122
H 3.9506 8.0535 3.0743 0.081
H 6.7515 -3.8502 -4.5384 0.133
H -11.2761 2.5147 8.7355 0.082
H -2.7453 1.8326 -0.7835 0.069
H 3.0978 -6.0685 -3.9326 0.094
H -1.9436 6.6977 3.5462 0.104
H 8.9587 -4.7499 -4.1671 0.084
H 2.2221 -6.2853 1.3213 0.105
H -2.2970 7.3090 1.8947 0.099
H -3.0117 0.2228 -1.4285 0.078
```

***

ORCA calculation (wB97M-V/def2-TZVPD) on a structure of composition C4H10N2O2.

Results
**E_HOMO (alpha / beta)**: -14.515 / -14.440 eV
**Spin multiplicity**: 2
**<S²>**: 0.7581
**Orbital gap (alpha / beta)**: 9.65 / 5.45 eV
**Net charge**: +1

Structure (XYZ):
```
18
Properties=species:S:1:pos:R:3:mulliken_spin:R:1
O -1.9518 1.3408 0.9774 0.008
O 2.3770 0.1772 0.2999 0.021
N -1.4970 -1.6818 0.8948 0.846
N 0.8413 0.4362 -1.3296 0.070
C 2.1206 0.4718 -0.8421 -0.006
C -0.2757 0.1715 -0.4693 0.037
C 0.1027 -1.1136 0.3101 -0.015
C -0.6556 1.3779 0.4158 0.005
H 0.6811 0.7018 -2.2842 -0.002
H 1.0277 -1.0131 0.9171 0.018
H -2.3201 0.4655 1.0293 0.001
H 0.1053 1.4970 1.1819 0.000
H -1.1263 -0.0459 -1.0937 0.005
H 0.2562 -1.9625 -0.3503 0.024
H 2.8783 0.7370 -1.5899 0.000
H -1.3083 -2.6908 0.7816 -0.019
H -0.6429 -1.1319 1.3671 0.008
H -0.6124 2.2630 -0.2158 0.000
```

***

ORCA calculation (wB97M-V/def2-TZVPD) on a structure of composition C4H7AlO.

Results
**E_HOMO (alpha / beta)**: -12.988 / -13.125 eV
**Spin multiplicity**: 2
**<S²>**: 0.7555
**Orbital gap (alpha / beta)**: 7.68 / 7.77 eV
**Net charge**: +1

Structure (XYZ):
```
13
Properties=species:S:1:pos:R:3:mulliken_spin:R:1
Al 2.9364 1.0446 1.0081 0.003
O 1.3496 1.2860 0.9757 0.011
C 0.4850 0.1819 -1.0136 0.003
C -1.5357 -0.2320 0.5608 0.853
C -0.2245 -0.9835 -0.2834 -0.020
C 0.3693 0.9444 0.2475 0.082
H -1.3717 -0.3993 1.6436 -0.002
H -0.7541 1.3908 0.6457 0.004
H -0.1765 0.6167 -1.7757 0.005
H -0.7014 -1.6131 -1.0476 0.008
H -2.4292 -0.6344 0.0499 0.046
H 1.5293 -0.0222 -1.2795 -0.002
H 0.5237 -1.5798 0.2685 0.008
```

***

ORCA calculation (wB97M-V/def2-TZVPD) on a cluster of 4 separate species, H9NO3 in total.

Results
**SMILES string**: N.O.O.O
**E_HOMO**: -10.524 eV
**Spin multiplicity**: 1
**Orbital gap**: 11.37 eV

Structure (XYZ):
```
13
Properties=species:S:1:pos:R:3:nbo_charge:R:1
O 1.8974 1.0928 -1.1198 -0.975
O -1.2443 -1.4364 0.5365 -0.934
O -4.0832 1.2815 -0.3175 -0.952
N 3.4300 -1.0184 0.8205 -1.086
H -4.4188 2.0422 0.1341 0.475
H 4.3881 -1.3369 0.8597 0.360
H 2.1192 0.4097 -0.4933 0.493
H -4.2337 1.3211 -1.2506 0.477
H -2.1372 -1.4198 0.3928 0.466
H 3.1694 -0.8101 1.7603 0.364
H 2.9439 -1.8035 0.4377 0.367
H -1.0139 -0.5739 0.8372 0.469
H 2.6139 1.7965 -1.2149 0.476
```

***

| no. | E (a.u.) |
| --- | --- |
| 1 | -1389.21699 |
| 2 | -3561.33338 |
| 3 | -2849.52428 |
| 4 | -417.93164 |
| 5 | -473.85545 |
| 6 | -285.85054 |